# 1
Formula: C8H13NO
Source: the Open Molecules 2025 dataset
Level of theory: ωB97M-V/def2-TZVPD

## Properties
- Kohn-Sham gap (spin up / spin down): 8.49 / 6.42 eV
- F_max: 5.0 eV/A
- Highest occupied orbital energy (spin up / spin down): -7.5285 / -7.0358 eV
- Relative energy (zero: lowest compared OMol25 entry of this formula, charge and spin): 135.1 kcal per mole

ORCA input file:
```
! RIJCOSX wB97M-V def2-TZVPD def2/J DEFGRID3
* xyz 0 1
C 1.989 0.684 1.055
C 2.770 -0.429 1.093
C 1.370 0.602 -0.209
C -0.448 2.363 -0.340
C -0.485 -1.987 -0.565
C -2.480 -0.456 0.114
C 0.283 1.201 -0.826
C -1.078 -0.945 0.365
N 2.817 -1.115 -0.034
O 1.838 -0.493 -0.841
H 1.893 1.193 1.979
H 3.576 -0.607 1.784
H -1.339 2.109 0.215
H 0.232 3.013 0.088
H -0.860 2.804 -1.222
H -1.148 -1.998 -1.430
H 0.553 -1.720 -0.774
H -0.549 -2.917 0.112
H -3.126 -1.307 0.283
H -2.824 0.374 0.743
H -2.515 -0.223 -0.944
H 0.111 0.745 -1.858
H -0.578 -0.891 1.211
*
```

=====

# 2
Formula: C32H60N2O2P3Pt
Source: the Open Molecules 2025 dataset
Level of theory: ωB97M-V/def2-TZVPD

## Properties
- Expectation value of S²: 2.02
- Kohn-Sham gap (spin up / spin down): 5.49 / 3.69 eV
- F_max: 5.6 eV/A
- Highest occupied orbital energy (spin up / spin down): -8.1612 / -8.8080 eV

ORCA input file:
```
! RIJCOSX wB97M-V def2-TZVPD def2/J DEFGRID3
* xyz 1 3
C -1.214 2.249 2.199
C -2.717 0.595 1.386
C -2.177 2.717 3.092
C -3.667 0.975 2.380
C -3.379 2.021 3.233
H -1.938 3.604 3.676
H -4.658 0.520 2.341
H -4.098 2.326 3.986
N -1.455 1.156 1.459
P 1.352 1.890 1.244
P -2.006 -0.856 -0.996
C 0.089 2.981 1.999
H -0.046 3.817 1.301
H 0.421 3.423 2.942
C 1.279 -0.527 -0.732
O 2.160 -1.107 -1.220
C -3.055 -0.183 0.260
H -4.073 -0.591 0.287
C -3.388 -0.756 -2.461
C -1.728 -2.747 -0.809
C 2.460 3.034 0.192
C 2.160 1.253 2.812
C -2.528 -0.408 -3.671
H -1.883 -1.237 -3.991
H -3.174 -0.132 -4.520
H -1.888 0.445 -3.427
C -4.286 -1.966 -2.791
H -3.754 -2.876 -3.091
H -4.992 -2.213 -1.986
H -4.909 -1.686 -3.661
C -4.360 0.389 -2.161
H -4.936 0.607 -3.074
H -5.079 0.141 -1.373
H -3.833 1.303 -1.858
C -1.252 -3.295 -2.172
H -0.334 -2.784 -2.492
H -1.021 -4.365 -2.058
H -1.987 -3.203 -2.977
C -0.618 -3.053 0.202
H 0.353 -2.683 -0.133
H -0.819 -2.632 1.193
H -0.534 -4.146 0.311
C -2.989 -3.430 -0.283
H -3.812 -3.453 -1.000
H -2.740 -4.476 -0.046
H -3.336 -2.943 0.639
C 3.383 0.428 2.385
H 3.876 0.052 3.296
H 3.076 -0.441 1.787
H 4.120 1.019 1.822
C 1.167 0.342 3.559
H 0.233 0.867 3.804
H 0.949 -0.569 2.987
H 1.637 0.037 4.507
C 2.576 2.366 3.791
H 3.124 1.886 4.619
H 3.240 3.111 3.341
H 1.715 2.881 4.238
C 1.636 4.195 -0.399
H 1.432 4.981 0.343
H 2.226 4.659 -1.207
H 0.686 3.850 -0.830
C 3.024 2.202 -0.977
H 2.229 1.859 -1.651
H 3.703 2.848 -1.556
H 3.596 1.331 -0.628
C 3.638 3.641 0.969
H 3.304 4.320 1.765
H 4.319 2.886 1.381
H 4.222 4.246 0.256
Pt -0.054 0.437 0.077
N -1.097 1.898 -0.957
C -1.914 2.158 -1.778
C -2.081 3.201 -2.909
C -3.551 3.417 -3.211
C -1.449 4.506 -2.440
C -1.335 2.731 -4.157
H -4.000 2.538 -3.688
H -4.105 3.635 -2.290
H -3.651 4.263 -3.903
H -0.356 4.416 -2.395
H -1.694 5.311 -3.147
H -1.814 4.791 -1.444
H -1.243 3.560 -4.874
H -0.323 2.383 -3.901
H -1.863 1.919 -4.667
C 2.096 -5.195 2.034
P 2.792 -3.544 2.223
C 3.532 -3.482 3.871
C 4.179 -3.443 1.063
O 1.787 -2.454 1.986
H 1.067 -5.187 2.409
H 2.693 -5.921 2.599
H 2.104 -5.469 0.972
H 4.399 -4.156 3.910
H 3.851 -2.454 4.094
H 2.784 -3.800 4.610
H 3.960 -4.077 0.195
H 4.288 -2.401 0.739
H 5.099 -3.789 1.551
*
```